The following is a quantum chemistry calculation of 3 unconnected molecules or ions with the total composition C15H36BIO, from the OMol25 dataset.

CARTESIAN COORDINATES (ANGSTROEM)
C  -2.53181  -2.82164  -1.80972
C  -1.12714  -2.62800  -1.25039
C  -0.67782  -1.16853  -1.23122
C  -0.61023  -0.49611  -2.60355
C  0.29620  -1.19779  -3.61449
C  1.74428  -1.30753  -3.15099
H  -2.60209  -2.50756  -2.85234
H  -2.83605  -3.86784  -1.76124
H  -3.25688  -2.23734  -1.23744
H  -0.41595  -3.23049  -1.82316
H  -1.09184  -3.01487  -0.22837
H  0.29769  -1.10184  -0.74095
H  -1.36730  -0.59824  -0.60053
H  -0.25924  0.53197  -2.46691
H  -1.61678  -0.41622  -3.02294
H  0.25708  -0.64874  -4.55860
H  -0.09325  -2.19654  -3.83210
H  2.15422  -0.31974  -2.92744
H  2.37441  -1.76621  -3.91411
H  1.83143  -1.91363  -2.24749
C  -4.29594  3.69833  2.72499
C  -4.13793  2.35235  3.42353
C  -2.79785  1.67294  3.14464
C  -2.52695  1.37592  1.66817
C  -3.59558  0.52808  0.98079
C  -3.77879  -0.84976  1.60718
H  -4.27272  3.59396  1.63904
H  -5.24171  4.17340  2.98776
H  -3.48996  4.37967  3.00752
H  -4.95712  1.69044  3.12760
H  -4.24048  2.48989  4.50293
H  -2.74271  0.74534  3.72060
H  -1.99218  2.30985  3.52347
H  -1.56368  0.86056  1.58937
H  -2.41021  2.31465  1.12011
H  -3.31988  0.40958  -0.07093
H  -4.55223  1.05831  0.97800
H  -2.83671  -1.40462  1.60597
H  -4.51214  -1.43844  1.05397
H  -4.12442  -0.78515  2.63998
C  4.30393  -0.08066  -0.51734
C  5.46981  -1.05048  -0.29313
O  6.38673  -0.59582  0.68667
C  7.16963  0.52791  0.26548
B  6.53241  1.86718  0.78624
I  6.20390  2.09014  2.85091
H  4.38161  0.45521  -1.46378
H  3.34351  -0.59554  -0.50582
H  4.28562  0.65299  0.29222
H  6.01528  -1.22712  -1.22887
H  5.12019  -2.01625  0.07043
H  8.17703  0.38296  0.67223
H  7.26889  0.51592  -0.82735
H  6.26174  2.80514  0.11143

Values from the calculation:
- Lowest unoccupied orbital energy: 0.0 eV
- SMILES string: CCCCCC.CCCCCC.CCOCBI
- E_HOMO: -0.346 Ha

Charges obtained by Löwdin population analysis, quoted in units of e:
1 C -0.102
2 C -0.263
3 C -0.223
4 C -0.223
5 C -0.266
6 C -0.116
7 H 0.067
8 H 0.071
9 H 0.062
10 H 0.098
11 H 0.103
12 H 0.099
13 H 0.083
14 H 0.110
15 H 0.102
16 H 0.105
17 H 0.099
18 H 0.068
19 H 0.071
20 H 0.061
21 C -0.113
22 C -0.271
23 C -0.228
24 C -0.230
25 C -0.273
26 C -0.110
27 H 0.064
28 H 0.069
29 H 0.075
30 H 0.097
31 H 0.104
32 H 0.102
33 H 0.109
34 H 0.105
35 H 0.103
36 H 0.088
37 H 0.100
38 H 0.071
39 H 0.068
40 H 0.066
41 C -0.056
42 C -0.260
43 O -0.213
44 C -0.287
45 B -0.696
46 I 0.851
47 H 0.078
48 H 0.061
49 H 0.064
50 H 0.115
51 H 0.119
52 H 0.112
53 H 0.105
54 H 0.006

The following is a quantum chemistry calculation of 6 unconnected molecules or ions with the total composition C15H36Br6O9S3 in a non-equilibrium geometry, from the OMol25 dataset.

CARTESIAN COORDINATES (ANGSTROEM)
C  -2.31920  0.01907  1.34440
C  -1.77625  -0.51300  0.02639
O  -0.50349  0.10539  -0.17885
S  0.47680  -0.52897  -1.30971
C  1.57675  -1.51050  -0.25868
O  -0.33412  -1.47979  -2.05317
O  1.16317  0.55282  -1.94867
H  -2.53233  1.06386  1.11741
H  -1.57987  -0.09812  2.13358
H  -3.21997  -0.53177  1.61413
H  -1.74154  -1.60499  0.06436
H  -2.43345  -0.22053  -0.79393
H  2.48472  -0.93878  -0.07621
H  1.69814  -2.37860  -0.89786
H  1.02933  -1.73925  0.64966
C  0.67508  6.26295  3.23259
C  -0.47938  7.00651  2.59105
O  -1.19133  6.19129  1.63296
S  -2.26289  5.14563  2.24831
C  -3.78408  6.00128  1.80662
O  -2.13197  3.90685  1.51951
O  -2.18170  5.18282  3.68538
H  0.38373  5.55722  4.00978
H  1.33811  7.00222  3.68572
H  1.22880  5.66868  2.50586
H  -1.13643  7.51019  3.29970
H  -0.04972  7.82384  2.00886
H  -3.74878  6.95064  2.33349
H  -4.60258  5.35941  2.11791
H  -3.76998  6.18029  0.73445
C  -3.44319  -3.28546  3.75013
C  -2.04598  -2.98327  3.25969
O  -1.20764  -3.87085  4.01806
S  0.18899  -4.32462  3.32507
C  -0.43630  -5.61323  2.22433
O  0.71920  -3.25813  2.53545
O  0.97081  -5.00512  4.32866
H  -3.44647  -3.40325  4.83039
H  -3.79782  -4.23451  3.33140
H  -4.23941  -2.63506  3.38381
H  -1.89699  -3.08141  2.18062
H  -1.72097  -1.96224  3.47427
H  -1.12334  -6.21832  2.81857
H  0.32123  -6.33003  1.91473
H  -0.97305  -5.21494  1.36667
Br  -1.58520  -0.87581  -4.98100
C  -2.21034  0.70730  -4.00215
C  -3.53775  1.18784  -4.51631
Br  -4.92234  -0.27079  -4.53062
H  -1.47021  1.45709  -4.27514
H  -2.26090  0.57819  -2.92681
H  -3.57788  1.66721  -5.49448
H  -4.04324  1.96839  -3.94388
Br  8.35789  -2.13780  -0.99487
C  6.66546  -1.31029  -1.52060
C  6.48666  -0.01481  -0.73680
Br  4.59008  0.58603  -0.80853
H  5.93877  -1.97813  -1.06605
H  6.60895  -1.22267  -2.59573
H  7.14894  0.76500  -1.10593
H  6.71532  -0.17044  0.31210
Br  3.36580  -4.75364  -5.77849
C  2.97669  -2.82520  -5.82141
C  2.59695  -2.32988  -4.44351
Br  4.06619  -2.49078  -3.15116
H  2.07791  -2.71427  -6.42533
H  3.80086  -2.24748  -6.22555
H  1.73265  -2.82576  -4.01948
H  2.33414  -1.27556  -4.53521

Values from the calculation:
- Lowest unoccupied orbital energy: 0.3 eV
- SMILES string: CCOS(C)(=O)=O.CCOS(C)(=O)=O.CCOS(C)(=O)=O.BrCCBr.BrCCBr.BrCCBr
- E_HOMO: -0.359 Ha

Charges obtained by Löwdin population analysis, quoted in units of e:
1 C -0.052
2 C -0.280
3 O -0.259
4 S 0.593
5 C -0.102
6 O -0.354
7 O -0.292
8 H 0.074
9 H 0.076
10 H 0.078
11 H 0.110
12 H 0.108
13 H -0.010
14 H 0.049
15 H 0.043
16 C -0.075
17 C -0.270
18 O -0.259
19 S 0.608
20 C -0.110
21 O -0.282
22 O -0.290
23 H 0.071
24 H 0.081
25 H 0.087
26 H 0.117
27 H 0.120
28 H 0.068
29 H 0.071
30 H 0.070
31 C -0.057
32 C -0.282
33 O -0.263
34 S 0.619
35 C -0.114
36 O -0.283
37 O -0.271
38 H 0.085
39 H 0.081
40 H 0.078
41 H 0.104
42 H 0.109
43 H 0.070
44 H 0.072
45 H 0.064
46 Br 0.611
47 C -0.656
48 C -0.642
49 Br 0.522
50 H 0.061
51 H 0.044
52 H 0.057
53 H 0.051
54 Br 0.620
55 C -0.756
56 C -0.652
57 Br 0.652
58 H 0.002
59 H 0.026
60 H 0.058
61 H 0.041
62 Br 0.582
63 C -0.666
64 C -0.674
65 Br 0.678
66 H 0.058
67 H 0.062
68 H 0.051
69 H 0.066

The following is a quantum chemistry calculation of a molecular structure, C15H36CuN5O6 in a non-equilibrium geometry, from the OMol25 dataset.

CARTESIAN COORDINATES (ANGSTROEM)
Cu  0.42752  -0.17324  0.06944
C  2.80361  2.23851  -1.10839
C  2.32299  2.42212  0.32799
C  1.67004  3.78849  0.46168
O  1.45559  1.40451  0.71843
H  3.25453  1.24860  -1.22649
H  3.57782  2.95223  -1.39425
H  1.96098  2.28761  -1.80164
H  3.24266  2.40279  0.93574
H  0.79278  3.84513  -0.18865
H  2.34626  4.57802  0.12499
H  1.37016  4.02347  1.48440
C  -2.32642  -2.95276  1.25430
C  -1.98430  -2.45840  -0.13123
O  -1.11495  -1.60057  -0.24735
N  -2.61982  -3.02409  -1.16776
C  -2.48567  -2.52649  -2.53130
H  -1.47942  -3.44350  1.72599
H  -3.20061  -3.60461  1.27792
H  -2.56150  -2.06415  1.83964
H  -3.30383  -3.72749  -0.95167
H  -3.47433  -2.21675  -2.87192
H  -2.10907  -3.28934  -3.20849
H  -1.85545  -1.64463  -2.46872
C  -3.51376  2.32478  0.92849
C  -2.05090  2.00248  0.85636
O  -1.65092  0.94772  0.34625
N  -1.18033  2.80573  1.48410
C  -1.44790  4.10498  2.06963
H  -4.09131  1.63036  0.32292
H  -3.70316  3.34060  0.57849
H  -3.93391  2.20468  1.92896
H  -0.21725  2.47954  1.47480
H  -2.45318  4.13485  2.48845
H  -1.43038  4.89089  1.30720
H  -0.71687  4.34655  2.83400
O  -0.09376  -0.76747  2.21760
C  0.35180  -0.30477  3.27659
N  1.29404  0.65339  3.29959
C  -0.21541  -0.73540  4.60717
H  1.52053  1.02837  2.35467
H  1.51030  1.10492  4.16829
H  -0.86848  0.07622  4.93065
H  0.53717  -0.81063  5.39579
H  -0.63930  -1.72971  4.51366
O  0.48276  0.27267  -2.00699
C  0.60867  0.14304  -3.22368
N  0.71428  1.21722  -4.03129
C  0.68507  -1.20016  -3.89301
H  0.93362  1.06844  -4.99940
H  0.67640  2.14232  -3.63989
H  0.42574  -1.97982  -3.18132
H  1.70909  -1.36954  -4.23554
H  0.03453  -1.31559  -4.75977
O  1.76066  -1.84081  -0.30628
C  1.94821  -2.99587  -0.67922
N  1.26835  -4.02793  -0.12876
C  3.04550  -3.34713  -1.65556
H  1.29301  -4.93134  -0.56459
H  0.73935  -3.86011  0.70989
H  3.58804  -2.41642  -1.81289
H  2.68172  -3.62850  -2.64538
H  3.68841  -4.12405  -1.25263

Values from the calculation:
- Total charge: +1
- Lowest unoccupied orbital energy (spin up / spin down): -1.8 / -3.2 eV
- Spin multiplicity: 2
- E_HOMO (spin up / spin down): -0.414 / -0.410 Ha

Charges obtained by Löwdin population analysis, quoted in units of e:
1 Cu 0.731
2 C -0.060
3 C -0.538
4 C -0.063
5 O -0.305
6 H 0.081
7 H 0.084
8 H 0.048
9 H 0.138
10 H 0.084
11 H 0.086
12 H 0.067
13 C 0.025
14 C -0.498
15 O -0.027
16 N 0.039
17 C -0.036
18 H 0.080
19 H 0.082
20 H 0.092
21 H 0.139
22 H 0.093
23 H 0.088
24 H 0.071
25 C 0.007
26 C -0.496
27 O -0.003
28 N 0.034
29 C -0.071
30 H 0.085
31 H 0.087
32 H 0.094
33 H 0.089
34 H 0.079
35 H 0.090
36 H 0.084
37 O -0.012
38 C -0.541
39 N 0.185
40 C 0.007
41 H 0.066
42 H 0.110
43 H 0.093
44 H 0.084
45 H 0.081
46 O 0.000
47 C -0.521
48 N 0.196
49 C 0.011
50 H 0.116
51 H 0.116
52 H 0.068
53 H 0.096
54 H 0.093
55 O 0.007
56 C -0.533
57 N 0.196
58 C 0.013
59 H 0.115
60 H 0.109
61 H 0.090
62 H 0.084
63 H 0.090

The following is a quantum chemistry calculation of a molecular structure, C15H36KN7O3, from the OMol25 dataset.

CARTESIAN COORDINATES (ANGSTROEM)
K  0.16726  -0.05408  -0.44763
C  2.29995  -0.35020  2.69840
C  2.57356  1.04262  2.11156
N  1.44901  1.59624  1.36437
C  0.44875  2.26824  2.18096
C  -0.79255  2.60861  1.36008
N  -1.61040  1.44060  1.04829
C  -2.45744  0.95593  2.13427
C  -2.05968  -0.40264  2.72151
C  -2.31307  -1.61480  1.81378
N  -1.15124  -2.00371  1.01480
C  -0.17813  -2.81312  1.74077
C  1.07188  -3.07027  0.90653
N  1.90916  -1.88941  0.70723
C  2.76040  -1.54264  1.84613
H  2.81138  -0.42713  3.66221
H  1.23166  -0.44174  2.91145
H  2.87851  1.72035  2.92360
H  3.42543  0.98086  1.42884
H  1.78407  2.23493  0.65140
H  0.16890  1.61196  3.01062
H  0.83765  3.18985  2.64231
H  -1.36866  3.37451  1.90168
H  -0.47463  3.05494  0.41348
H  -2.13864  1.60433  0.20142
H  -2.46758  1.69383  2.94702
H  -3.49145  0.88320  1.78087
H  -1.00471  -0.37898  3.00662
H  -2.62642  -0.53581  3.64755
H  -2.65923  -2.45854  2.43017
H  -3.12847  -1.37999  1.12453
H  -1.46040  -2.52294  0.19973
H  0.08955  -2.29582  2.66516
H  -0.60300  -3.78188  2.04848
H  1.63323  -3.88544  1.38887
H  0.76980  -3.42573  -0.08225
H  2.45784  -2.02533  -0.13397
H  2.86483  -2.41544  2.50610
H  3.76636  -1.32337  1.47592
N  -1.45087  -2.47802  -3.03318
N  -0.11484  -2.73452  -2.63569
C  0.81861  -1.67148  -2.80543
O  2.00864  -1.97923  -2.59637
O  0.35532  -0.53322  -3.07652
H  -2.02906  -3.23200  -2.68723
H  -1.53397  -2.44482  -4.04548
H  0.28023  -3.60799  -2.96051
C  -2.80459  3.24499  -2.45863
C  -1.95577  2.19950  -3.15087
O  -1.56495  1.23724  -2.19018
H  -3.13000  4.00954  -3.16499
H  -2.23211  3.72964  -1.66545
H  -3.68913  2.78250  -2.01729
H  -1.07236  2.67018  -3.59750
H  -2.52626  1.72532  -3.95743
H  -1.04177  0.53755  -2.63717
C  2.92799  0.97398  -3.59174
C  2.30868  1.69446  -2.48628
N  1.82198  2.26446  -1.61514
H  2.33900  1.12405  -4.49307
H  2.93396  -0.08973  -3.34470
H  3.93775  1.35563  -3.74197

Values from the calculation:
- Lowest unoccupied orbital energy: 0.3 eV
- Energy above the lowest of the compared OMol25 structures with the same formula, charge and spin: 11.3 kcal/mol
- E_HOMO: -0.315 Ha

Charges obtained by Löwdin population analysis, quoted in units of e:
1 K 0.741
2 C -0.167
3 C -0.218
4 N -0.128
5 C -0.219
6 C -0.217
7 N -0.106
8 C -0.218
9 C -0.169
10 C -0.218
11 N -0.116
12 C -0.220
13 C -0.216
14 N -0.102
15 C -0.215
16 H 0.109
17 H 0.081
18 H 0.110
19 H 0.118
20 H 0.060
21 H 0.108
22 H 0.119
23 H 0.114
24 H 0.113
25 H 0.082
26 H 0.113
27 H 0.118
28 H 0.084
29 H 0.110
30 H 0.110
31 H 0.119
32 H 0.104
33 H 0.105
34 H 0.119
35 H 0.114
36 H 0.107
37 H 0.093
38 H 0.111
39 H 0.118
40 N 0.010
41 N -0.048
42 C -0.795
43 O -0.042
44 O -0.126
45 H 0.067
46 H 0.079
47 H 0.120
48 C -0.086
49 C -0.316
50 O -0.167
51 H 0.073
52 H 0.068
53 H 0.074
54 H 0.113
55 H 0.114
56 H 0.018
57 C -0.050
58 C -0.246
59 N 0.152
60 H 0.090
61 H 0.060
62 H 0.084

Q: Which E_tot values were calculated for the entries above? A: -26963.348, -487325.096, -80512.172, -49038.875, in eV.